C5H10NS4 | ωB97M-V/def2-TZVPD

Geometry as XYZ:
```
20
Properties=species:S:1:pos:R:3:mulliken_charge:R:1
S 1.564 -0.838 1.890 -0.134
S -3.773 -0.459 1.062 -0.164
S -2.225 1.131 0.695 -0.110
S 1.285 2.521 -0.962 -0.198
N 1.092 -0.658 -0.758 -0.085
C -0.363 -0.381 -0.631 0.453
C 1.694 0.158 0.354 -0.455
C -1.333 -1.325 -1.227 -1.659
C -0.549 0.739 0.083 0.057
C 0.760 1.376 0.414 -0.409
H 2.731 0.410 0.144 0.504
H -2.093 -0.776 -1.782 0.401
H 0.799 1.907 1.359 0.584
H 1.276 -1.661 -0.635 0.411
H -0.848 -2.026 -1.899 0.423
H 2.832 -1.235 1.938 0.194
H 1.239 3.660 -0.291 0.194
H 1.443 -0.368 -1.680 0.407
H -3.678 -0.284 2.377 0.206
H -1.853 -1.891 -0.453 0.380
```

Output
Energy above the lowest of the compared OMol25 structures with the same formula, charge and spin ... 0.00 kJ/mol
E_tot ... -1843.72209 Eh
HOMO energy ... -12.556 eV
Largest force on an atom ... 2.97 eV/A
M ... 212.4 u
Charge ... +1
2S+1 ... 1
SMILES string ... CC1=C(SS)[C@H](S)[C@@H](S)[NH2+]1
Gap between HOMO and LUMO ... 8.31 eV
E_LUMO ... -0.1560 Eh

---

C4H4N2OS | ωB97M-V/def2-TZVPD

Geometry as XYZ:
```
12
Properties=species:S:1:pos:R:3:mulliken_charge:R:1
S 1.339 0.838 -1.307 -0.340
O 1.431 0.408 1.135 -0.473
N -1.116 0.783 2.167 -0.675
N -1.335 -0.268 1.198 -0.454
C -0.625 -0.390 0.155 0.784
C -1.032 -1.307 -0.903 -0.737
C -0.993 -2.119 -1.811 0.056
C 0.666 0.448 0.023 0.299
H -2.041 0.782 2.658 0.346
H -1.107 1.570 1.499 0.266
H 0.664 0.483 1.901 0.569
H -1.325 -2.904 -2.557 0.358
```

Output
Energy above the lowest of the compared OMol25 structures with the same formula, charge and spin ... 453.94 kJ/mol
E_tot ... -737.59657 Eh
HOMO energy ... -8.980 eV
Largest force on an atom ... 4.80 eV/A
M ... 128.2 u
Charge ... 0
2S+1 ... 1
SMILES string ... C#C/C(=N/N)C(O)=S
Gap between HOMO and LUMO ... 8.38 eV
E_LUMO ... -0.0222 Eh

---

C6H8IrLiO6 | ωB97M-V/def2-TZVPD

Geometry as XYZ:
```
22
Properties=species:S:1:pos:R:3:lowdin_spin:R:1
Ir -0.176 1.066 -2.368 3.323
O 0.811 -0.214 -1.331 0.282
O -1.728 0.770 -0.895 0.218
O 2.569 1.392 1.884 0.782
O 1.257 -0.792 0.765 0.030
O -0.837 1.285 1.143 0.014
O -2.073 -0.576 0.868 0.008
C 3.061 0.853 0.725 0.093
C -2.827 -1.136 -0.204 0.002
C -2.925 0.026 -1.179 0.024
C -1.221 0.370 0.380 0.014
C 0.397 -0.489 -0.188 0.058
C 2.686 -0.622 0.554 0.082
Li 0.807 1.105 2.138 0.020
H 3.146 -1.242 1.331 0.000
H 2.699 1.399 -0.178 0.006
H -3.795 -1.467 0.184 0.000
H 4.173 0.876 0.653 0.025
H -2.278 -1.985 -0.636 0.000
H -2.915 -0.284 -2.230 0.010
H -3.790 0.670 -0.979 0.002
H 2.960 -1.006 -0.437 0.007
```

Output
Energy above the lowest of the compared OMol25 structures with the same formula, charge and spin ... 121.85 kJ/mol
E_tot ... -796.23838 Eh
HOMO energy (spin up / spin down) ... -10.962 / -13.295 eV
Largest force on an atom ... 5.07 eV/A
M ... 375.3 u
Charge ... +1
2S+1 ... 6
Gap between HOMO and LUMO (spin up / spin down) ... 7.62 / 5.84 eV
E_LUMO (spin up / spin down) ... -0.1228 / -0.2739 Eh

---

C28H35N7 | ωB97M-V/def2-TZVPD

Geometry as XYZ:
```
70
Properties=species:S:1:pos:R:3:mulliken_charge:R:1
N -7.961 -2.163 -2.262 -0.021
N 6.642 4.567 1.001 -0.036
N 6.426 1.315 6.582 -0.004
N 0.365 -3.452 -2.526 0.036
N -1.928 2.855 -8.636 -0.022
N -1.328 0.384 1.707 0.016
N -5.521 0.066 5.612 0.014
C 5.591 0.305 6.237 -0.470
C 1.570 -4.033 -2.741 -0.467
C -1.328 0.729 -0.516 -0.692
C -4.857 -1.633 4.360 -0.394
C -0.223 3.482 -9.897 -0.327
C -0.201 -3.305 -3.766 -0.510
C -5.712 -0.574 4.526 -0.360
C -6.090 -3.320 -1.577 -0.242
C 6.114 3.302 0.698 -0.637
C 6.770 2.367 1.560 -0.177
C 5.514 -0.537 7.373 -0.273
C -1.571 3.576 -9.777 -0.448
C -7.164 -4.252 -1.859 -0.483
C -4.018 -1.492 5.454 -0.549
C -6.585 -2.101 -1.895 -0.435
C 7.827 2.999 2.114 -0.436
C -0.014 0.888 0.028 -0.358
C 1.750 -4.199 -4.059 -0.291
C -2.076 0.233 0.534 -0.375
C 0.299 2.622 -8.935 -0.478
C -0.046 0.880 1.443 -0.440
C 6.291 -0.009 8.383 -0.646
C -8.250 -3.503 -2.252 -0.559
C -4.263 -0.300 6.131 -0.471
C 0.585 -3.914 -4.729 -0.432
C -0.788 2.369 -8.035 -0.413
C 6.651 1.285 7.886 -0.321
C 7.692 4.397 1.914 -0.447
H -2.877 2.897 -8.292 0.214
H -1.536 0.717 -1.576 0.400
H 0.887 1.121 -0.519 0.388
H 1.339 2.349 -8.836 0.365
H -7.011 -5.315 -1.746 0.370
H -1.648 0.076 2.614 0.212
H 6.431 5.457 0.573 0.214
H -8.648 -1.458 -2.491 0.203
H -1.182 -2.875 -3.909 0.370
H -6.438 -0.138 3.856 0.362
H 6.366 -0.413 9.382 0.358
H 0.417 -4.034 -5.789 0.371
H 2.241 -4.347 -1.954 0.358
H 5.145 0.181 5.261 0.380
H 0.003 -3.177 -1.625 0.196
H 8.435 2.373 2.751 0.374
H 5.335 3.093 -0.020 0.390
H -3.796 0.065 7.034 0.380
H 0.357 3.987 -10.655 0.369
H -5.045 -3.425 -1.325 0.420
H -6.114 -1.133 -1.799 0.387
H 4.935 -1.449 7.347 0.371
H -4.859 -2.361 3.562 0.429
H 2.663 -4.620 -4.452 0.366
H 6.502 2.164 6.040 0.243
H 8.139 5.337 2.203 0.383
H 7.153 2.131 8.331 0.359
H -3.069 -2.003 5.520 0.394
H -9.236 -3.780 -2.594 0.361
H -3.060 -0.200 0.637 0.463
H 6.717 1.294 1.671 0.375
H 0.660 1.010 2.251 0.386
H -6.078 0.835 5.957 0.196
H -2.370 3.962 -10.392 0.355
H -0.919 1.846 -7.100 0.386
```

Output
Energy above the lowest of the compared OMol25 structures with the same formula, charge and spin ... 409.28 kJ/mol
E_tot ... -1471.02540 Eh
HOMO energy ... -7.875 eV
Largest force on an atom ... 5.84 eV/A
M ... 469.6 u
Charge ... 0
2S+1 ... 1
SMILES string ... c1cc[nH]c1.c1cc[nH]c1.c1cc[nH]c1.c1cc[nH]c1.c1cc[nH]c1.c1cc[nH]c1.c1cc[nH]c1
Gap between HOMO and LUMO ... 8.35 eV
E_LUMO ... 0.0174 Eh

---

C3H11ClN2Si | ωB97M-V/def2-TZVPD

Geometry as XYZ:
```
18
Properties=species:S:1:pos:R:3:mulliken_charge:R:1
Cl 2.825 0.496 -0.338 -0.331
Si 0.813 0.319 0.063 0.462
N 0.821 0.290 1.803 -0.458
N 0.150 -1.320 -0.719 -0.382
C -1.654 1.718 -0.355 -1.025
C 0.182 -2.621 -0.065 -0.765
C -0.081 1.764 -0.525 -0.498
H 0.203 -3.449 -0.949 0.263
H -1.943 0.862 -1.037 0.286
H 0.547 -1.493 -1.652 0.220
H -0.688 -2.706 0.509 0.225
H 0.130 2.002 -1.532 0.388
H 1.493 -0.327 2.344 0.215
H -2.185 1.677 0.616 0.306
H -2.118 2.600 -0.857 0.325
H 1.094 -2.732 0.417 0.308
H -0.066 0.398 2.260 0.214
H 0.477 2.523 0.016 0.249
```

Output
Energy above the lowest of the compared OMol25 structures with the same formula, charge and spin ... 47.55 kJ/mol
E_tot ... -980.17513 Eh
HOMO energy ... -8.756 eV
Largest force on an atom ... 4.06 eV/A
M ... 138.7 u
Charge ... 0
2S+1 ... 1
SMILES string ... CC[Si@](N)(Cl)NC
Gap between HOMO and LUMO ... 9.53 eV
E_LUMO ... 0.0284 Eh

---

C32H51N2O12 | ωB97M-V/def2-TZVPD

Geometry as XYZ:
```
97
Properties=species:S:1:pos:R:3:mulliken_charge:R:1
O -2.346 -6.324 -3.835 -0.358
O -1.263 -7.138 -2.043 -0.573
O 2.773 -3.923 3.385 -0.603
O 4.609 -2.718 3.828 -0.357
O -0.824 -2.935 1.639 -0.605
O 4.171 5.747 -1.501 -0.356
O 0.375 2.951 0.046 -0.340
O -0.469 -3.134 -0.566 -0.375
O 4.123 3.805 -0.369 -0.576
O 8.957 5.081 -1.071 -0.361
O -1.447 1.985 -0.833 -0.606
O 10.185 4.240 0.608 -0.565
N -7.040 -1.211 0.347 0.174
N -8.871 -0.110 0.270 -0.088
C 0.795 -4.558 0.820 -0.031
C 0.304 -3.998 -1.429 0.208
C 9.186 4.776 0.231 0.486
C 3.314 -2.859 3.472 0.375
C 1.441 -4.509 -0.563 -0.632
C 3.737 4.481 -1.278 0.575
C -0.328 0.955 1.067 0.490
C 3.909 -0.593 3.103 -0.411
C -4.230 1.005 0.253 -0.218
C -4.479 -5.986 -2.908 -0.477
C 6.919 5.453 0.044 -0.070
C -5.371 0.931 1.294 -1.420
C -2.231 -6.626 -2.521 0.514
C -0.239 -3.460 0.732 0.633
C 2.695 4.099 -2.305 -0.299
C -8.030 -2.165 0.127 -0.346
C 2.687 -1.497 3.251 0.200
C -3.472 -6.178 -1.776 -0.121
C -9.176 -1.440 0.091 -0.471
C -7.545 -0.002 0.441 0.424
C 2.909 5.139 -3.399 -0.593
C -6.765 1.256 0.692 -0.688
C 4.942 -1.323 3.949 -0.542
C 8.020 5.244 1.080 -0.516
C -0.574 1.993 -0.010 0.369
C 1.346 2.626 1.066 -0.418
C -3.399 -1.364 0.895 -0.522
C 0.624 1.681 2.012 -0.551
C -3.699 -0.360 -0.225 -0.762
C 7.723 5.808 -1.196 -0.419
C -3.575 -5.619 -4.075 -0.431
C 3.437 6.321 -2.603 -0.459
H -4.279 -1.876 1.310 0.441
H -3.980 -5.928 -5.036 0.312
H 4.106 6.953 -3.182 0.346
H 0.133 0.079 0.608 0.028
H -4.632 1.520 -0.623 0.413
H 3.673 4.790 -4.096 0.289
H 0.657 -3.429 -2.287 0.363
H 0.287 -5.507 1.001 0.345
H -2.773 -2.141 0.473 -0.285
H 1.298 1.022 2.556 0.040
H -3.415 1.629 0.604 0.063
H -2.874 -0.909 1.731 0.206
H -5.412 -0.035 1.798 0.690
H -3.250 -5.241 -1.260 -0.006
H 4.887 -1.046 5.004 0.271
H -4.985 -6.930 -3.114 0.272
H -7.327 1.832 1.432 0.400
H 6.191 6.214 0.315 0.443
H 1.671 3.541 1.554 0.405
H -9.508 0.667 0.271 0.227
H 2.258 -3.785 -0.561 0.284
H -3.357 -4.549 -4.113 0.263
H 1.839 -5.463 -0.900 0.382
H 2.633 6.938 -2.195 0.251
H 7.759 4.492 1.819 0.274
H 1.506 -4.352 1.614 -0.109
H 8.303 6.173 1.576 0.281
H 7.955 6.875 -1.253 0.236
H -7.861 -3.218 0.022 0.462
H 4.231 -0.575 2.060 0.269
H -3.787 -6.935 -1.063 0.329
H -6.049 -1.409 0.414 0.008
H -5.242 -5.235 -2.705 0.308
H 7.226 5.509 -2.117 0.248
H 3.746 0.436 3.421 0.344
H 0.051 2.253 2.744 0.346
H -1.259 0.673 1.548 -0.039
H 2.058 -1.503 2.364 -0.164
H 5.959 -1.168 3.598 0.351
H 2.859 3.086 -2.660 0.334
H -6.685 1.870 -0.203 0.437
H 1.708 4.181 -1.846 0.151
H 2.209 2.160 0.586 0.227
H -0.339 -4.806 -1.780 -0.401
H -2.754 -0.153 -0.726 0.359
H -10.174 -1.817 -0.048 0.400
H -5.186 1.670 2.072 0.497
H 2.014 5.373 -3.972 0.340
H -4.365 -0.754 -1.002 0.552
H 6.383 4.522 -0.117 -0.024
H 2.090 -1.244 4.129 0.260
```

Output
E_tot ... -2262.19722 Eh
HOMO energy ... -10.962 eV
Largest force on an atom ... 1.52 eV/A
M ... 655.8 u
Charge ... +1
2S+1 ... 1
Gap between HOMO and LUMO ... 8.44 eV
E_LUMO ... -0.0928 Eh